# 1
This record from the Open Molecules 2025 dataset describes a single C2H3N3O2 molecule. The level of theory is ωB97M-V/def2-TZVPD.

## Properties
HOMO-LUMO gap	9.52	eV
lowest unoccupied orbital energy	-0.5	eV
E_tot	-10684.5323	eV
ΔE to the lowest compared entry with this formula, charge and spin	90.5	kcal/mol

Element x y z (Å)
C 0.70429 -0.56850 0.72703
C -1.21060 -1.28336 0.13349
H 0.62834 1.79313 -1.57970
H 0.36550 1.98479 0.08991
H 1.31975 0.00523 1.45159
N 0.93408 1.38170 -0.64597
N 0.57115 0.12633 -0.47176
N -0.33680 -1.22897 1.15193
O -2.14571 -2.01855 -0.01299
O -0.83001 -0.19180 -0.84353

---

# 2
This record from the Open Molecules 2025 dataset describes a single C2H3N3O2 molecule. The level of theory is ωB97M-V/def2-TZVPD.

## Properties
HOMO-LUMO gap	10.42	eV
lowest unoccupied orbital energy	0.1	eV
E_tot	-10681.8440	eV
ΔE to the lowest compared entry with this formula, charge and spin	152.5	kcal/mol

Element x y z (Å)
C 0.64777 -0.19096 1.21003
C -0.18572 0.67082 -0.90602
N -0.81340 -0.19640 1.22786
N -1.30117 0.12863 -0.03248
N 1.03616 0.09292 -0.50812
O 1.45197 -0.38690 2.01465
O -1.23908 -1.25736 0.35254
H -0.52495 0.35099 -1.88958
H -0.28625 1.63341 -0.63713
H 1.21466 -0.84514 -0.83173

---

# 3
This record from the Open Molecules 2025 dataset describes a single C2H3N3O4 molecule. The level of theory is ωB97M-V/def2-TZVPD.

## Properties
HOMO-LUMO gap	10.78	eV
lowest unoccupied orbital energy	-0.3	eV
E_tot	-14776.3289	eV
ΔE to the lowest compared entry with this formula, charge and spin	92.1	kcal/mol

Element x y z (Å)
C -2.85690 -1.34631 0.19752
C -1.39556 0.44730 0.48867
N -3.57031 -1.85265 -0.50533
N 0.25304 -1.08977 -0.35463
N -2.23715 1.56707 -0.10228
O -3.44736 1.45962 -0.18866
O -1.55131 2.40554 -0.55968
O -2.09410 -0.68480 1.00027
O -0.59586 0.10827 -0.56904
H -0.92030 0.99256 1.29270
H -0.35314 -1.86779 -0.57967
H 0.96088 -0.98449 -1.11225

---

# 4
This record from the Open Molecules 2025 dataset describes a single C2H3N3OS molecule. The level of theory is ωB97M-V/def2-TZVPD.

## Properties
HOMO-LUMO gap	9.76	eV
lowest unoccupied orbital energy	0.4	eV
E_tot	-19473.8457	eV
ΔE to the lowest compared entry with this formula, charge and spin	28.6	kcal/mol

Element x y z (Å)
C 0.50455 -0.87056 0.34773
C -0.23163 1.12181 0.06354
H 0.96231 -3.06125 -0.17209
H -0.42225 2.64508 1.14412
H -1.39412 0.41132 -1.47092
N 0.46261 0.28429 0.93102
N -0.62959 2.30143 0.19820
N -0.42167 0.41207 -1.15088
O -0.06385 -0.92643 -0.84523
S 1.23364 -2.31777 0.95449

---

# 5
This record from the Open Molecules 2025 dataset describes 2 unconnected molecules or ions with the total composition C2H3N3OS. The level of theory is ωB97M-V/def2-TZVPD.

## Properties
HOMO-LUMO gap	8.18	eV
lowest unoccupied orbital energy	0.1	eV
E_tot	-19469.6877	eV
ΔE to the lowest compared entry with this formula, charge and spin	124.5	kcal/mol

Element x y z (Å)
C -0.41910 -1.38047 -0.24893
C 1.24397 0.89668 0.02848
N -1.32610 -0.63634 -0.34665
N 0.50805 1.75533 0.34260
N -2.03188 0.37247 -0.24936
O 2.91173 -0.99504 0.67103
S 2.62327 0.06922 -0.30067
H -0.40233 -2.40436 -0.55624
H -0.52584 1.82359 -0.00735
H -2.58176 0.49892 0.66709

---

# 6
This record from the Open Molecules 2025 dataset describes a molecular structure, C2H3N3OS. The level of theory is ωB97M-V/def2-TZVPD.

## Properties
HOMO-LUMO gap	8.09	eV
lowest unoccupied orbital energy	0.0	eV
E_tot	-19472.2230	eV
ΔE to the lowest compared entry with this formula, charge and spin	66.0	kcal/mol

Element x y z (Å)
C -0.30205 -0.47447 -0.19516
C 1.69857 -0.37464 0.06489
H -3.76638 -0.47905 0.34308
H 2.81648 -0.53437 0.08777
H 1.70278 1.69354 0.51795
N -1.50986 -0.85167 -0.15504
N 0.75072 -1.18451 -0.16093
N 1.33472 1.02213 -0.25085
O -0.03051 0.89388 -0.15997
S -2.69446 0.28917 -0.09174

---

# 7
This record from the Open Molecules 2025 dataset describes a molecular structure, C2H3N3OS. The level of theory is ωB97M-V/def2-TZVPD.

## Properties
HOMO-LUMO gap (alpha / beta)	7.40 / 7.40	eV
lowest unoccupied orbital energy (alpha / beta)	-0.8 / -0.8	eV
E_tot	-19471.9819	eV
ΔE to the lowest compared entry with this formula, charge and spin	71.6	kcal/mol

Element x y z (Å)
C 0.76499 -0.84872 0.15802
C -0.72676 0.35508 0.06071
N 1.94599 1.14733 0.05655
N 1.69345 -0.05672 -0.16502
N -1.77644 -0.34883 0.08440
O -0.44435 1.48286 0.15921
S 0.37441 -2.40898 0.20435
H 2.40498 1.73077 -0.62110
H -1.64841 -1.37388 -0.18105
H -2.58785 0.32109 0.24393

---

# 8
This record from the Open Molecules 2025 dataset describes a molecular structure, C2H3N3OS. The level of theory is ωB97M-V/def2-TZVPD.

## Properties
HOMO-LUMO gap (alpha / beta)	5.89 / 6.95	eV
lowest unoccupied orbital energy (alpha / beta)	0.4 / -3.5	eV
expectation value of S²	2.01
E_tot	-19468.6199	eV
ΔE to the lowest compared entry with this formula, charge and spin	52.2	kcal/mol
2S+1	3

Element x y z (Å)
C 1.47001 -0.92544 -0.11904
C -0.24516 0.19397 -0.12015
N 0.17357 -0.91702 -0.65113
N 1.83332 0.09456 0.58986
N 0.70212 0.79220 0.69318
O -2.78386 0.01234 0.58808
S -1.99344 0.79255 -0.29420
H 2.24045 -1.69420 -0.27139
H 0.54290 1.59686 1.17547
H -1.93990 0.05418 -1.59068

---

# 9
This record from the Open Molecules 2025 dataset describes 2 unconnected molecules or ions with the total composition C2H3N3OS. The level of theory is ωB97M-V/def2-TZVPD.

## Properties
HOMO-LUMO gap (alpha / beta)	7.93 / 6.00	eV
lowest unoccupied orbital energy (alpha / beta)	0.9 / -2.9	eV
expectation value of S²	2.02
E_tot	-19467.1691	eV
ΔE to the lowest compared entry with this formula, charge and spin	85.7	kcal/mol
2S+1	3

Element x y z (Å)
C -0.46012 -1.29122 0.59257
C -0.35083 -0.20780 0.08780
N 2.52982 -1.01648 2.08740
N 2.33577 -1.93440 2.76171
N -0.31102 1.02165 -0.45183
O 2.53670 0.14482 1.83671
S 2.32575 -3.42814 3.13440
H -0.56167 -2.23468 1.03713
H 0.49382 1.56950 -0.16596
H -0.42477 1.02845 -1.45894

---

# 10
This record from the Open Molecules 2025 dataset describes a single C2H3N3OS2 molecule. The level of theory is ωB97M-V/def2-TZVPD.

## Properties
HOMO-LUMO gap	8.66	eV
lowest unoccupied orbital energy	0.3	eV
E_tot	-30307.7748	eV
ΔE to the lowest compared entry with this formula, charge and spin	54.8	kcal/mol

Element x y z (Å)
C -0.03347 -0.19982 -0.33561
C 1.49514 -0.76759 1.01770
H -1.30567 0.39343 -3.48770
H 2.39782 -1.13077 1.52111
H -1.19980 1.90258 1.27600
N -0.76715 0.14605 -1.29446
N 1.32148 -0.52913 -0.25420
N -0.61486 -0.34199 0.96027
O 0.50137 -0.41258 1.84123
S -0.07239 0.21858 -2.87275
S -1.72247 0.72124 1.62840

---

The records above yield max |F| values of 0.0987; 0.1122; 0.0738; 0.0319; 0.0920; 0.1372; 0.0924; 0.1536; 0.1506; 0.0412 Eh/bohr, respectively.